1.
DFT (the ωB97M-V functional and the def2-TZVPD basis) results for a structure of composition C35H36BFIN7O3S2V.

Geometry as XYZ:
```
87
Properties=species:S:1:pos:R:3:forces:R:3
V 1.294 0.514 2.091 0.386 -0.206 0.369
C 5.304 -0.293 2.527 -0.013 -0.005 0.006
N 4.639 -1.263 3.389 0.020 -0.028 0.007
C 5.112 -2.518 3.694 -0.001 0.018 -0.002
C 4.211 -3.083 4.536 -0.034 -0.003 0.000
N 3.199 -2.180 4.741 0.048 -0.062 0.011
B 1.978 -2.363 5.679 -0.049 0.002 -0.058
N 0.680 -2.689 4.807 -0.036 -0.012 0.052
C -0.390 -3.262 5.451 0.032 -0.015 -0.003
C -1.395 -3.421 4.558 -0.005 0.010 -0.058
N -0.935 -2.932 3.361 0.002 -0.015 0.029
C -1.670 -2.984 2.107 0.004 0.011 -0.008
C 0.332 -2.484 3.539 0.133 -0.048 -0.016
S 1.261 -1.857 2.194 -0.355 0.204 0.052
C 3.474 -1.090 4.033 -0.073 0.011 -0.005
S 2.525 0.376 4.032 0.062 0.118 -0.178
H 6.355 -0.556 2.464 0.001 0.006 -0.008
H 5.211 0.700 2.960 0.002 0.003 -0.009
H 4.862 -0.305 1.532 0.004 0.008 -0.005
H 6.049 -2.880 3.308 -0.001 -0.007 0.004
H 4.214 -4.040 5.027 0.019 -0.004 -0.008
H 2.170 -3.320 6.368 -0.010 -0.001 0.025
H 1.762 -1.351 6.284 0.019 0.026 -0.010
H -0.332 -3.522 6.493 -0.015 0.004 -0.002
H -2.377 -3.848 4.658 0.004 0.000 0.023
H -2.733 -2.991 2.331 0.005 -0.006 -0.002
H -1.408 -3.881 1.547 0.000 0.008 -0.004
H -1.420 -2.109 1.511 -0.014 -0.014 -0.025
F -3.731 -1.768 -2.174 -0.005 -0.004 -0.013
C -2.642 -1.060 -2.511 0.002 0.005 0.017
C -1.766 -0.704 -1.527 -0.037 0.003 0.004
C -0.645 0.074 -1.832 -0.004 0.016 0.025
C 0.290 0.461 -0.786 0.070 0.043 -0.181
O 0.038 0.193 0.425 0.065 0.055 0.136
C 1.443 1.149 -1.232 -0.143 0.279 -0.197
C 1.552 1.553 -2.550 -0.039 0.039 0.048
N 0.668 1.253 -3.489 -0.058 -0.069 -0.014
C 0.807 1.787 -4.840 0.025 0.000 0.018
C 2.164 1.995 -5.430 -0.015 -0.049 -0.020
C 1.287 0.893 -5.947 0.000 0.025 0.019
C -0.450 0.478 -3.162 0.090 0.001 -0.027
C -1.352 0.088 -4.156 -0.062 -0.019 0.016
C -2.459 -0.688 -3.857 0.005 0.017 0.023
N -3.337 -1.069 -4.892 0.024 -0.014 -0.036
C -4.081 -0.013 -5.566 -0.020 0.033 -0.002
C -4.449 -0.441 -6.975 -0.022 -0.050 -0.011
N -5.216 -1.736 -6.918 0.004 0.009 0.020
C -4.442 -2.800 -6.182 -0.002 0.034 -0.039
C -4.111 -2.298 -4.789 -0.018 0.004 0.024
C 2.538 1.533 -0.344 0.279 -0.790 0.522
O 3.470 2.229 -0.579 -0.025 0.263 -0.155
O 2.482 0.859 0.877 0.053 0.252 -0.320
H -1.955 -1.004 -0.507 -0.007 0.011 0.010
H 2.393 2.164 -2.850 0.018 -0.003 -0.001
H 0.037 2.516 -5.060 0.023 0.029 -0.001
H 3.039 1.693 -4.872 -0.001 0.012 0.027
H 2.300 2.884 -6.029 0.006 -0.002 -0.003
H 1.570 -0.115 -5.676 -0.005 -0.006 -0.012
H 0.827 1.003 -6.918 -0.003 -0.008 0.001
H -1.170 0.359 -5.185 0.005 0.000 0.004
H -3.480 0.891 -5.635 0.009 -0.007 0.001
H -4.993 0.249 -5.008 0.001 -0.005 0.003
H -3.563 -0.637 -7.577 0.004 0.013 0.001
H -5.075 0.297 -7.473 0.006 0.014 0.011
H -5.442 -2.054 -7.863 0.014 0.001 -0.007
H -6.112 -1.581 -6.446 -0.005 -0.006 -0.004
H -3.541 -2.983 -6.765 -0.001 -0.020 0.008
H -5.053 -3.700 -6.156 -0.003 0.002 0.021
H -3.531 -3.069 -4.286 0.017 0.000 -0.006
H -5.039 -2.162 -4.217 0.000 -0.002 0.000
I -1.179 0.595 3.254 -0.038 -0.257 0.011
C -0.760 2.338 4.276 0.009 0.172 0.089
C -1.630 2.867 5.191 0.003 -0.083 -0.045
C -1.328 4.112 5.762 0.052 0.058 -0.001
C -0.199 4.783 5.374 -0.047 -0.009 0.027
C 0.695 4.228 4.432 0.033 0.011 0.000
C 1.842 4.943 4.011 0.006 -0.034 -0.021
C 2.703 4.405 3.094 -0.013 0.040 0.064
C 2.487 3.112 2.603 -0.124 -0.142 -0.085
C 1.353 2.365 2.940 -0.275 0.176 -0.066
C 0.436 2.949 3.877 0.001 -0.057 -0.034
H -2.538 2.349 5.469 -0.002 -0.001 -0.005
H -2.002 4.541 6.491 0.001 0.003 -0.001
H 0.024 5.761 5.782 -0.004 -0.005 0.011
H 2.027 5.924 4.431 0.000 0.000 -0.003
H 3.581 4.950 2.776 0.002 -0.003 0.000
H 3.251 2.688 1.971 0.020 0.023 -0.021
```
Positions in Å, forces in eV/Å.

Properties
E_LUMO (spin up / spin down) (eV): -8.956 / -8.879
Kohn-Sham gap (spin up / spin down) (eV): 5.84 / 5.92
Relative energy (zero: lowest compared OMol25 entry of this formula, charge and spin) (kcal/mol): 11.9
M (g/mol): 874.5
Total charge: +3
Highest occupied orbital energy (spin up / spin down) (hartree): -0.5437 / -0.5440

These are the Mulliken partial charges, in e, on atoms 1 to 4: V -0.462; C -0.843; N 0.229; C -0.504


2.
DFT (the ωB97M-V functional and the def2-TZVPD basis) results for a structure of composition C35H36Cl2NO10PS2Ti.

Geometry as XYZ:
```
88
Properties=species:S:1:pos:R:3:forces:R:3
Ti -0.509 0.057 -0.302 0.462 -0.197 -0.087
C -0.843 -3.597 1.798 -0.002 -0.012 -0.019
C -0.629 -2.653 2.971 -0.016 0.007 0.014
C 0.793 -2.762 3.515 0.016 0.013 0.022
C -1.047 -1.201 2.676 -0.001 -0.022 -0.003
C -1.131 -0.387 3.964 0.005 0.010 -0.011
O 0.111 0.353 3.961 -0.002 -0.010 -0.008
C 0.591 0.312 2.721 0.012 0.025 0.036
N -0.034 -0.441 1.882 0.015 0.012 -0.115
C 1.856 1.062 2.562 -0.009 -0.016 0.026
C 2.269 1.829 3.653 -0.022 0.002 -0.024
C 3.513 2.433 3.664 0.021 0.004 -0.018
C 4.369 2.260 2.589 -0.023 0.005 0.024
C 3.953 1.522 1.493 -0.014 0.006 0.012
C 2.694 0.928 1.451 -0.011 0.040 -0.012
P 2.157 0.096 -0.088 0.018 0.003 0.053
C 3.093 -1.466 -0.107 -0.021 -0.043 0.066
C 2.381 -2.648 0.063 0.027 0.030 -0.046
C 3.040 -3.869 0.121 -0.015 0.017 -0.014
C 4.419 -3.913 -0.003 0.006 0.000 0.001
C 5.138 -2.737 -0.189 0.007 -0.018 -0.004
C 4.481 -1.520 -0.240 0.003 0.018 0.044
C 2.973 1.118 -1.354 0.016 -0.063 -0.043
C 2.994 2.505 -1.245 -0.026 0.050 -0.050
C 3.530 3.275 -2.269 -0.037 -0.001 0.017
C 4.038 2.669 -3.408 0.016 -0.025 -0.009
C 4.014 1.284 -3.522 0.005 0.031 -0.020
C 3.483 0.513 -2.502 -0.044 0.004 -0.005
H -0.705 -4.633 2.115 -0.003 0.001 0.007
H -0.132 -3.396 1.000 -0.074 -0.023 0.022
H -1.849 -3.496 1.386 0.005 -0.006 0.002
H -1.320 -2.965 3.763 -0.001 -0.005 -0.003
H 1.524 -2.467 2.758 -0.005 -0.009 0.013
H 1.011 -3.792 3.800 -0.001 -0.002 -0.002
H 0.947 -2.136 4.396 0.008 -0.009 -0.004
H -1.992 -1.197 2.140 -0.013 0.000 -0.002
H -1.139 -1.002 4.861 -0.001 -0.002 0.000
H -1.943 0.333 3.973 0.003 0.000 0.006
H 1.607 1.944 4.496 -0.007 -0.002 0.000
H 3.812 3.031 4.514 0.001 -0.001 0.001
H 5.350 2.715 2.590 0.001 -0.002 -0.001
H 4.607 1.443 0.637 0.023 -0.024 0.002
H 1.304 -2.600 0.137 0.033 0.019 -0.026
H 2.474 -4.782 0.257 -0.004 0.002 -0.001
H 4.938 -4.862 0.038 -0.001 0.000 0.000
H 6.214 -2.770 -0.297 0.000 -0.004 0.003
H 5.049 -0.613 -0.403 -0.001 0.004 0.027
H 2.586 2.998 -0.372 -0.017 -0.005 -0.009
H 3.537 4.353 -2.174 -0.005 0.006 -0.006
H 4.450 3.272 -4.206 -0.001 -0.002 0.001
H 4.403 0.803 -4.410 0.000 0.003 -0.003
H 3.447 -0.564 -2.609 -0.005 0.022 -0.012
O -1.012 0.311 -4.252 0.020 -0.004 -0.008
S -0.616 0.844 -2.988 -0.065 0.035 0.054
O -1.657 0.822 -1.928 -0.125 0.102 -0.133
O 0.525 0.164 -2.335 -0.019 0.041 0.133
C -0.144 2.537 -3.258 0.019 -0.010 0.004
C 0.176 2.850 -4.573 -0.002 -0.006 -0.005
C 0.584 4.129 -4.915 -0.003 0.008 0.007
C 0.665 5.106 -3.938 0.014 -0.008 -0.013
C 0.357 4.797 -2.622 0.009 0.002 0.018
C -0.040 3.516 -2.264 0.005 -0.004 -0.007
S -0.454 3.338 -0.527 0.002 -0.012 0.026
O -1.885 3.392 -0.440 0.008 0.023 0.003
O 0.307 4.343 0.158 0.008 -0.012 -0.001
O 0.077 1.972 -0.141 0.007 0.063 -0.046
H 0.087 2.079 -5.325 0.000 0.000 0.001
H 0.825 4.358 -5.944 0.001 0.001 0.001
H 0.972 6.112 -4.193 -0.002 -0.002 -0.001
H 0.433 5.546 -1.847 -0.002 -0.001 -0.001
Cl -4.779 3.168 1.389 -0.004 -0.004 0.004
C -4.066 1.777 0.594 -0.011 -0.028 0.022
Cl -5.173 0.373 0.643 -0.004 -0.003 0.002
C -2.740 1.353 1.234 0.078 -0.006 -0.032
O -2.316 1.802 2.265 -0.001 0.006 0.033
O -2.168 0.408 0.523 -0.159 0.051 0.016
H -3.890 2.017 -0.448 -0.003 -0.006 0.007
C -0.403 -2.900 -2.747 -0.014 0.010 -0.001
C -1.275 -2.690 -1.522 0.023 0.019 -0.030
C -2.723 -2.393 -1.865 0.002 0.002 -0.001
O -0.766 -1.618 -0.728 -0.126 -0.064 0.067
H -0.717 -3.812 -3.258 -0.003 -0.003 0.001
H 0.645 -3.006 -2.464 0.015 0.001 0.011
H -0.495 -2.066 -3.441 0.006 -0.017 0.006
H -1.226 -3.581 -0.890 0.012 -0.005 0.012
H -2.788 -1.510 -2.500 -0.006 -0.001 -0.001
H -3.304 -2.209 -0.960 -0.002 0.003 0.000
H -3.158 -3.241 -2.398 0.000 -0.003 0.005
```
Positions in Å, forces in eV/Å.

Properties
E_LUMO (eV): -0.485
Kohn-Sham gap (eV): 8.64
Relative energy (zero: lowest compared OMol25 entry of this formula, charge and spin) (kcal/mol): 0.0
M (g/mol): 844.6
Total charge: 0
Highest occupied orbital energy (hartree): -0.3355

These are the Mulliken partial charges, in e, on atoms 1 to 4: Ti 0.181; C -1.047; C 0.476; C -1.393


3.
DFT (the ωB97M-V functional and the def2-TZVPD basis) results for a structure of composition C35H36CrN7O4P2S.

Geometry as XYZ:
```
86
Properties=species:S:1:pos:R:3:forces:R:3
Cr -0.194 -1.193 -0.027 0.012 -0.047 0.192
N 1.373 0.682 1.784 0.050 0.024 -0.009
P 1.844 -0.885 1.359 -0.076 0.005 -0.004
C 3.457 -0.838 0.571 0.009 0.010 0.008
C 3.527 -0.635 -0.809 0.003 0.007 0.005
C 4.763 -0.508 -1.424 0.004 0.005 -0.004
C 5.925 -0.580 -0.669 -0.005 -0.003 0.001
C 5.858 -0.781 0.704 0.002 -0.004 -0.002
C 4.628 -0.912 1.328 -0.003 -0.023 -0.007
C 2.046 -1.818 2.879 0.024 0.024 0.025
C 2.606 -3.094 2.811 0.010 -0.020 -0.024
C 2.742 -3.850 3.962 -0.006 -0.001 0.022
C 2.327 -3.335 5.184 0.002 -0.008 0.003
C 1.772 -2.066 5.256 0.003 0.005 -0.010
C 1.623 -1.309 4.103 0.007 0.008 0.012
P 0.142 1.184 0.731 -0.018 -0.037 -0.045
C 0.812 2.448 -0.362 -0.003 0.033 -0.003
C 0.818 2.276 -1.744 -0.007 -0.003 0.016
C 1.362 3.258 -2.561 0.001 -0.005 -0.003
C 1.908 4.402 -2.002 0.001 0.005 -0.005
C 1.904 4.579 -0.622 -0.004 -0.002 -0.001
C 1.351 3.611 0.196 0.003 0.004 0.015
C -1.038 2.076 1.772 0.003 -0.005 0.023
C -1.243 1.693 3.096 -0.006 0.008 -0.003
C -2.214 2.324 3.862 0.003 0.010 0.001
C -2.988 3.335 3.308 0.002 0.003 -0.003
C -2.781 3.727 1.990 0.004 -0.001 0.012
C -1.806 3.104 1.225 0.009 0.026 -0.008
H 1.981 1.328 2.276 -0.008 -0.001 0.006
H 2.623 -0.570 -1.402 -0.002 0.002 0.003
H 4.820 -0.353 -2.493 0.002 -0.001 0.000
H 6.888 -0.483 -1.151 0.000 -0.001 -0.001
H 6.766 -0.838 1.289 0.000 0.002 0.001
H 4.581 -1.078 2.397 0.003 0.006 0.000
H 2.948 -3.496 1.865 -0.012 0.005 0.005
H 3.180 -4.838 3.910 0.002 0.000 -0.003
H 2.444 -3.924 6.084 0.000 0.000 0.001
H 1.460 -1.663 6.210 0.001 0.001 0.001
H 1.190 -0.319 4.160 0.000 -0.003 0.002
H 0.408 1.378 -2.182 0.000 -0.004 -0.010
H 1.360 3.126 -3.635 0.000 0.001 0.001
H 2.335 5.164 -2.640 0.000 -0.001 0.000
H 2.325 5.477 -0.189 0.001 -0.002 0.004
H 1.329 3.768 1.269 0.003 -0.002 -0.009
H -0.643 0.902 3.527 -0.001 -0.001 -0.001
H -2.360 2.036 4.894 0.000 -0.002 0.000
H -3.739 3.831 3.909 0.001 0.000 0.001
H -3.361 4.537 1.567 0.000 -0.001 0.000
H -1.629 3.434 0.207 -0.003 -0.006 0.008
C -5.719 1.176 1.607 0.001 0.012 -0.002
C -4.686 0.268 2.154 0.000 0.021 0.016
N -4.707 -0.305 3.313 -0.015 -0.040 -0.018
N -3.558 -1.032 3.355 0.019 0.021 0.017
C -2.812 -0.912 2.261 -0.024 -0.002 -0.002
S -1.313 -1.713 2.058 0.039 -0.001 -0.065
N -3.530 -0.081 1.474 -0.014 -0.005 -0.020
N -3.111 0.361 0.228 -0.006 -0.041 0.013
H -6.527 1.256 2.329 -0.001 -0.004 0.000
H -6.119 0.792 0.668 0.000 -0.001 0.001
H -5.307 2.171 1.431 0.002 -0.007 -0.001
H -3.349 -1.603 4.159 0.002 0.004 0.003
H -3.537 -0.194 -0.506 0.002 0.004 -0.006
H -3.345 1.343 0.134 0.005 -0.004 -0.008
O -1.638 -1.350 -1.436 0.047 0.017 -0.061
C -0.764 -1.088 -2.333 -0.090 0.005 -0.014
O 0.437 -0.939 -1.886 0.059 0.012 0.011
C -1.076 -0.953 -3.742 0.025 -0.002 0.004
C -2.374 -1.203 -4.181 0.001 0.002 -0.004
C -2.716 -1.083 -5.524 0.005 0.005 0.003
C -1.708 -0.703 -6.383 -0.002 -0.002 -0.002
O -1.788 -0.512 -7.709 0.001 0.004 -0.002
C -0.467 -0.176 -8.164 -0.004 -0.003 0.011
O 0.364 -0.084 -7.001 -0.002 0.003 -0.005
C -0.406 -0.449 -5.946 0.004 0.008 0.017
C -0.052 -0.567 -4.636 0.001 -0.017 -0.016
H -3.122 -1.509 -3.462 0.000 0.000 0.001
H -3.715 -1.280 -5.885 -0.001 0.000 -0.001
H -0.498 0.787 -8.670 0.002 -0.002 -0.005
H -0.102 -0.969 -8.815 0.001 0.000 -0.002
H 0.957 -0.381 -4.294 -0.002 0.001 0.001
N 0.115 -4.213 0.635 0.037 0.041 0.044
N 0.292 -3.236 -0.396 -0.064 0.017 -0.124
H 0.177 -5.146 0.241 -0.005 -0.003 0.003
H -0.807 -4.088 1.035 -0.004 -0.008 -0.001
H -0.201 -3.480 -1.256 -0.023 -0.043 0.029
H 1.283 -3.220 -0.628 -0.006 -0.002 -0.024
```
Positions in Å, forces in eV/Å.

Properties
E_LUMO (spin up / spin down) (eV): -5.544 / -5.190
Kohn-Sham gap (spin up / spin down) (eV): 7.22 / 7.59
Spin multiplicity: 4
M (g/mol): 764.7
Total charge: +2
Highest occupied orbital energy (spin up / spin down) (hartree): -0.4690 / -0.4696

These are the Mulliken partial charges, in e, on atoms 1 to 4: Cr 0.246; N 0.172; P 1.071; C 0.333